Record 1
C5H7N2 | the ωB97M-V functional and the def2-TZVPD basis

```
14
Properties=species:S:1:pos:R:3
N -0.4568 -1.0700 -0.3897
N -0.1186 0.6532 0.8932
C -1.7504 -0.5880 0.0427
C 0.4931 -0.2070 0.2575
C -1.5088 0.5280 0.7549
C 2.9750 -0.5912 -0.2006
C 1.8786 -0.2729 0.1437
H 3.9503 -0.9778 -0.4518
H -0.3451 -2.0996 -0.3762
H -2.5308 -1.1813 -0.3750
H -0.4186 2.9738 -0.0336
H -2.0701 1.0435 1.5063
H 0.1509 2.6006 -0.4176
H -0.2487 -0.8114 -1.3538
```

* total charge: +1

=====

Record 2
C5H7N2 | the ωB97M-V functional and the def2-TZVPD basis

```
14
Properties=species:S:1:pos:R:3
N 1.9419 0.3969 1.1269
N -3.3551 -0.2623 -1.0752
C 0.2442 0.0230 -0.8494
C -1.0784 0.0352 -0.0590
C -0.5164 -0.0748 1.2071
C -2.2783 0.0312 -0.6670
C 0.8635 -0.3982 0.4828
H -0.0951 -0.9892 -1.6893
H 2.6198 0.6583 0.4932
H -4.0066 0.1881 -1.6300
H 1.5281 1.1905 1.6385
H 1.0707 -1.4223 0.6738
H 0.5727 0.8004 -1.5030
H 2.4889 -0.1766 1.8507
```

* total charge: +1

=====

Record 3
C5H7N2 | the ωB97M-V functional and the def2-TZVPD basis

```
14
Properties=species:S:1:pos:R:3
N 0.0864 -0.6669 -0.5387
N -0.5199 1.6418 -0.0364
C 0.4549 1.9691 -1.1781
C 0.4247 -2.0148 -0.1558
C -0.0231 -0.2564 -1.8009
C 0.4923 1.0044 -2.0568
C -0.3379 0.2309 0.3468
H -0.4633 -2.6494 -0.1384
H -1.5032 1.8470 -0.2900
H 0.8851 -2.0199 0.8302
H -0.7374 -0.0678 1.3002
H 0.9292 2.9264 -1.1322
H 1.1182 -2.4198 -0.8917
H -0.2823 2.2349 0.7699
```

* total charge: +1

=====

Record 4
C5H7N2 | the ωB97M-V functional and the def2-TZVPD basis

```
14
Properties=species:S:1:pos:R:3
N 0.0548 1.1552 0.4378
N 1.4170 -1.0702 -0.2793
C 2.1409 -0.0286 -0.4149
C 1.5939 1.0528 0.3363
C -0.6419 0.1665 0.0820
C -2.1192 0.3877 -0.1282
C 0.0926 -1.2340 0.0201
H 3.1423 -0.0295 -0.9410
H -2.6612 0.7219 0.8665
H 2.1092 1.6971 1.1005
H 0.0343 -1.7355 1.0175
H -0.4155 -1.9099 -0.6937
H -2.5374 -0.4818 -0.6224
H -2.2100 1.3083 -0.7814
```

* SMILES: CC1=[N+]=CC=NC1
* total charge: +1

=====

Record 5
C5H7N2 | the ωB97M-V functional and the def2-TZVPD basis

```
14
Properties=species:S:1:pos:R:3
N 0.7248 1.1843 -0.6042
N 1.1552 -0.0253 -0.2011
C 1.4949 2.0330 -1.4495
C -0.1518 -0.3181 0.4422
C -1.3904 -2.5207 1.4706
C -0.4526 1.1117 -0.0535
C -0.7714 -1.3300 0.8551
H 1.0147 2.9161 -1.5929
H -1.4431 -2.2817 2.4894
H -1.4887 1.5113 -0.4077
H 1.8096 1.4839 -2.4119
H -2.2993 -2.8123 1.0253
H -0.5676 -3.3877 1.4003
H 2.3658 2.4354 -0.9620
```

* total charge: +1

=====

Record 6
C5H7N2 | the ωB97M-V functional and the def2-TZVPD basis

```
14
Properties=species:S:1:pos:R:3
N 0.1502 -1.5007 1.5453
N -0.8002 -0.6770 0.8433
C 0.4632 0.1059 -1.3708
C 1.0417 -0.9967 -0.7750
C 0.6818 -1.3395 0.4344
C -0.6313 0.7734 0.7823
C -0.5571 0.9571 -0.7328
H 0.2105 1.1169 1.3283
H 1.8283 -1.5225 -1.2466
H 0.2582 -1.6283 2.4920
H 0.6831 0.6244 -2.3328
H -0.2343 1.9617 -1.0179
H -1.5059 1.2267 1.2235
H -1.5884 0.8986 -1.1732
```

* SMILES: C1=CC2=[NH+]N2CC1
* total charge: +1

=====

Record 7
C5H7N2O3 | the ωB97M-V functional and the def2-TZVPD basis

```
17
Properties=species:S:1:pos:R:3
O 0.1624 -0.2973 4.5579
O 2.4168 -0.8551 2.5959
O -0.4945 0.5174 -1.2642
N 0.4052 -0.6278 3.4412
N 0.6609 -0.1315 1.2115
C -1.1242 -0.3972 -0.3301
C 0.8830 0.5369 -1.0934
C -0.7883 0.1258 1.0752
C 1.2641 -0.4959 2.5044
C 1.4315 0.0360 0.1533
H -1.0453 1.1319 1.2430
H 1.2974 1.5736 -1.2390
H -0.8346 -1.3807 -0.3182
H 1.5170 0.1771 -2.0694
H -1.2649 -0.3041 1.8312
H 2.4211 -0.1479 0.2259
H -2.2244 -0.2475 -0.3877
```

* SMILES: O=NC(=O)[N+]1=CCOCC1
* total charge: +1

=====

Record 8
C5H7N2S | the ωB97M-V functional and the def2-TZVPD basis

```
15
Properties=species:S:1:pos:R:3
S -3.1915 -1.4237 1.2240
N 0.4421 -0.0155 0.5344
N 0.6183 1.6150 -1.3313
C 0.3968 -1.3002 -0.1280
C 0.5052 1.1540 -0.1099
C -0.5655 -2.2265 0.6226
C -1.7753 -1.9501 0.9710
C 0.5529 2.5859 -0.2599
H 1.3281 -1.9077 -0.0813
H -0.0773 -3.2389 0.7143
H -0.3426 3.2591 -0.1671
H 1.4266 3.2556 -0.1011
H 0.0572 -1.1046 -1.2425
H 0.6347 -0.0573 1.4903
H -0.0099 1.3551 -2.1355
```

* SMILES: S=C=CC/[NH+]=C1/CN1
* total charge: +1

=====

Record 9
C5H7N3 | the ωB97M-V functional and the def2-TZVPD basis

```
15
Properties=species:S:1:pos:R:3
N 0.3561 -0.0401 -2.3912
N -0.0558 -0.2436 -0.2386
N 0.3916 1.8994 -0.8471
C -0.7366 0.2103 2.0791
C 0.3744 -1.7409 -0.2601
C 0.4564 0.5849 -1.1805
C 0.0387 1.8518 0.3803
C -0.3624 0.4758 0.9136
H -0.4602 -2.4172 -0.4595
H 0.9558 -2.3321 -1.1509
H 0.9640 -1.9443 0.6041
H -1.2926 -0.6888 2.4473
H -0.2816 2.7945 0.6687
H -0.7841 1.0596 2.6522
H 0.4363 0.5306 -3.2174
```

* SMILES: [H]/N=C1\N=CC(=C)N1C
* total charge: 0

=====

Record 10
C5H7N3 | the ωB97M-V functional and the def2-TZVPD basis

```
15
Properties=species:S:1:pos:R:3
N 2.0394 -0.6364 -0.2500
N -0.1137 0.4787 -0.4875
N 3.2108 -0.6992 0.1333
C 1.0512 0.1100 0.2136
C -3.2494 -1.3680 -0.1188
C -0.5769 1.8479 -0.1416
C -1.2092 0.4690 0.3710
C -2.4777 -0.2921 0.0703
H 3.7813 -1.6788 -0.3530
H 0.1331 2.3428 0.5178
H 3.7996 0.2523 0.1156
H -1.0557 2.1592 -1.1082
H 1.2491 0.6355 1.1625
H -1.2779 0.4028 1.4981
H -3.8123 -2.7155 0.0293
```

* total charge: 0

=====

Sequential maximum force output: 3.2, 6.3, 4.4, 7.1, 3.8, 5.1, 5.7, 4.0, 9.2, 9.9 eV/A
Sequential energy above the lowest of the compared OMol25 structures with the same formula, charge and spin output: 595.33, 707.20, 726.63, 468.19, 821.54, 658.30, 535.70, 352.71, 427.43, 1042.50 kJ/mol
Sequential molecular weight output: 95.1, 95.1, 95.1, 95.1, 95.1, 95.1, 143.1, 127.2, 109.1, 109.1 g/mol